The following is a quantum chemistry calculation of H2N2O3 in the gas phase in a non-equilibrium geometry, from the OMol25 dataset.

Energy above the lowest of the compared OMol25 structures with the same formula, charge and spin in kJ/mol: 113.1
Orbital gap in eV: 10.7
Max |F| in hartree/bohr: 0.11600
Total energy in eV: -9149.0662
E_HOMO in eV: -11.04
SMILES string: O=[N+]([O-])NO

CARTESIAN COORDINATES (ANGSTROEM)
O (-1.948562, -0.521664, -0.227604)
N (-0.910115, 0.146147, -0.001208)
O (-0.715558, 1.350032, -0.006496)
N (0.237089, -0.435120, 0.365488)
O (1.469782, -0.087180, -0.322740)
H (0.254777, -1.423631, 0.135809)
H (1.612589, 0.971413, 0.056752)

Cartesian forces, eV/Å:
2.542 1.570 0.838
-1.204 1.116 -1.329
-1.864 0.436 -0.594
2.944 -3.938 0.146
-1.202 5.375 2.291
-0.762 -0.164 0.332
-0.454 -4.395 -1.686

---

The following is a quantum chemistry calculation of C19H15N6Pt as an isolated structure in a non-equilibrium geometry, from the OMol25 dataset.

2S+1: 5
Orbital gap (alpha / beta) in eV: 4.8 / 4.7
Total charge: +3
Max |F| in hartree/bohr: 0.07600
Total energy in eV: -32099.9529
E_HOMO (alpha / beta) in eV: -15.75 / -18.76

CARTESIAN COORDINATES (ANGSTROEM)
Pt (-0.007700, -0.300900, 0.153800)
C (2.929400, -2.195400, -0.029600)
C (3.141900, -0.732600, 0.014100)
C (4.466400, -0.246900, 0.011300)
C (4.725800, 1.121500, 0.011900)
C (3.659200, 1.986700, 0.019400)
C (2.337300, 1.471400, 0.026200)
N (2.099100, 0.113800, 0.026900)
C (1.189400, 2.308200, 0.015100)
C (1.197500, 3.713100, -0.024400)
C (0.000200, 4.420000, -0.020500)
C (-1.199300, 3.717200, -0.024300)
C (-1.196200, 2.312000, 0.015300)
N (-0.004400, 1.618400, 0.066600)
C (-2.346600, 1.478900, 0.026100)
C (-3.667000, 1.998500, 0.019400)
C (-4.736400, 1.136500, 0.011800)
C (-4.480700, -0.232700, 0.011400)
C (-3.158000, -0.722800, 0.014400)
C (-2.949100, -2.186000, -0.029300)
N (-2.112600, 0.120500, 0.026800)
H (3.870300, -2.725000, -0.165800)
H (2.258300, -2.456000, -0.850900)
H (2.495900, -2.545000, 0.911700)
H (5.278700, -0.959200, -0.015000)
H (5.745400, 1.487100, -0.004900)
H (3.809500, 3.054000, 0.008100)
H (2.129800, 4.255700, -0.047900)
H (0.002500, 5.500500, -0.028600)
H (-2.129700, 4.263200, -0.048200)
H (-3.814300, 3.066000, 0.008600)
H (-5.754800, 1.504800, -0.004700)
H (-5.295200, -0.942100, -0.014800)
H (-3.890700, -2.715200, -0.164300)
H (-2.514600, -2.536100, 0.911300)
H (-2.279400, -2.447400, -0.851500)
N (-0.010900, -2.167200, 0.335400)
C (-0.010300, -3.357800, 0.277200)
N (-0.012900, -4.571600, 0.318700)
C (-0.004700, -5.738600, -0.186600)
N (0.002500, -6.756700, -0.730200)

Cartesian forces, eV/Å:
-0.001 2.987 -0.627
0.059 -0.216 -0.002
-0.713 -0.017 -0.058
0.536 0.553 -0.062
0.017 0.124 0.006
0.852 -0.100 -0.051
-1.271 0.397 -0.046
-0.680 -0.796 0.329
1.337 -0.183 0.019
-0.412 -0.093 0.082
-0.033 0.006 -0.057
0.454 -0.028 0.080
-1.377 -0.260 0.014
-0.004 -0.306 -0.049
1.354 0.441 -0.043
-0.937 -0.117 -0.050
0.024 0.173 0.009
-0.541 0.527 -0.062
0.713 -0.018 -0.061
-0.067 -0.220 -0.002
0.699 -0.830 0.329
-0.025 0.073 -0.031
0.057 0.056 0.018
0.005 0.088 0.012
0.012 -0.039 0.028
-0.057 0.009 0.025
0.085 0.053 0.021
0.066 0.016 -0.009
-0.003 -0.011 -0.038
-0.065 0.015 -0.008
-0.084 0.061 0.020
0.051 0.012 0.024
-0.017 -0.048 0.027
0.028 0.085 -0.030
-0.005 0.088 0.013
-0.054 0.055 0.017
0.001 -3.907 0.075
-0.004 2.932 -0.193
-0.002 -1.675 0.771
-0.012 2.281 0.371
0.013 -2.167 -0.809

---

Question: The highest max |F| belongs to which entry?
Answer: H2N2O3

---

Question: The lowest total energy belongs to which entry?
Answer: C19H15N6Pt

---

Question: Look up the total energy of the first one.
Answer: -9149.0662 eV

---

Question: total energy of number 1 (H2N2O3)?
Answer: -9149.0662 eV